# 1
C46H58AsBr2Cl3F6N5O10Sr | ωB97M-V/def2-TZVPD

For the strongest force on any atom, the calculation gives 1.51 eV Å⁻¹. The highest occupied orbital energy (alpha / beta) is -2.26 / -2.26 eV. As for the energy relative to the best compared isomer or geometry (same formula, charge and spin): 17.56 kcal/mol. The value obtained for the lowest unoccupied orbital energy (alpha / beta) is 3.075 / 1.704 eV. As for the spin multiplicity: 2. The total charge is -2.

```
132
C46H58AsBr2Cl3F6N5O10Sr ωB97M-V/def2-TZVPD
Sr -0.81654 -0.69263 0.76184
Cl -3.48749 6.20391 3.91041
C -2.90241 4.77002 3.05538
C -2.41665 3.69106 3.77516
C -1.95942 2.58802 3.08855
Cl -1.36545 1.20686 3.98183
C -1.93451 2.47847 1.66681
O -1.48130 1.46359 1.07253
C -2.47860 3.61638 1.00975
Cl -2.58169 3.57220 -0.73671
C -2.94278 4.73364 1.67453
H -2.39776 3.70553 4.85559
H -3.33936 5.56755 1.11249
C 7.19707 3.21864 -1.78899
C 5.92369 3.80473 -2.41477
C 5.73855 5.22393 -1.88137
C 6.09267 3.88116 -3.93890
C 4.73611 2.90007 -2.08915
C 3.59847 3.37846 -1.44099
C 2.54478 2.53427 -1.18127
Br 0.99698 3.11111 -0.37592
C 2.59791 1.11170 -1.55674
O 1.67093 0.37233 -1.21853
C 3.78165 0.64231 -2.29390
C 4.78442 1.54968 -2.50199
C 3.93340 -0.77674 -2.84719
C 2.76585 -1.73028 -2.58230
C 4.10172 -0.67298 -4.37135
C 5.19987 -1.40147 -2.24066
H 8.05482 3.85312 -2.02629
H 7.40948 2.21617 -2.15863
H 7.10447 3.16018 -0.70349
H 6.62120 5.81795 -2.12685
H 5.61663 5.23760 -0.79756
H 4.87276 5.71678 -2.32501
H 6.91595 4.55504 -4.18895
H 5.18498 4.25744 -4.41249
H 6.31273 2.90512 -4.37123
H 3.52402 4.41193 -1.13639
H 5.67219 1.22037 -3.02846
H 1.81710 -1.37021 -2.97252
H 2.60580 -1.93916 -1.52827
H 2.99763 -2.67785 -3.07672
H 3.20916 -0.24532 -4.82963
H 4.24567 -1.67320 -4.78543
H 4.95822 -0.05883 -4.65614
H 5.15272 -1.39634 -1.15096
H 6.10767 -0.87560 -2.54377
H 5.28295 -2.43966 -2.56820
C -7.36529 0.70458 -4.67873
C -5.84974 0.83629 -4.82568
C -5.53135 2.28708 -5.21050
C -5.40269 -0.08509 -5.96792
C -5.11638 0.46748 -3.54000
C -3.72143 0.45491 -3.51522
C -3.05869 0.12571 -2.35950
Br -1.14392 0.13540 -2.37576
C -3.67593 -0.23514 -1.13333
O -2.98277 -0.57508 -0.11262
C -5.10365 -0.18577 -1.16539
C -5.75985 0.14857 -2.34688
C -5.90068 -0.55366 0.09087
C -5.72372 -2.05318 0.36191
C -5.42792 0.25929 1.30853
C -7.39458 -0.27456 -0.08155
H -7.84835 0.93268 -5.63293
H -7.76130 1.39316 -3.93063
H -7.65299 -0.30706 -4.38715
H -6.03863 2.56844 -6.13870
H -4.45919 2.42668 -5.35420
H -5.84784 2.97153 -4.42170
H -5.93528 0.15507 -6.89339
H -5.59803 -1.12900 -5.71641
H -4.33411 0.01157 -6.16058
H -3.14293 0.71218 -4.39376
H -6.84069 0.16719 -2.32760
H -4.67199 -2.31456 0.42621
H -6.18262 -2.63302 -0.44443
H -6.19566 -2.33380 1.30743
H -4.39083 0.04527 1.54109
H -6.05048 0.01434 2.17422
H -5.51805 1.33231 1.11469
H -7.84273 -0.88425 -0.87054
H -7.58853 0.77669 -0.30902
H -7.90775 -0.51860 0.85174
F 0.35981 -2.33267 -0.40237
As -0.25891 -4.07061 -0.60530
F -0.12150 -3.85209 -2.31076
F 1.40997 -4.55198 -0.53002
F -0.81236 -5.68752 -0.75207
F -0.33389 -4.11142 1.13080
F -1.83929 -3.36734 -0.61913
C 5.14387 -0.63869 4.29717
C 4.88068 0.12675 3.00723
N 3.76078 -0.38227 2.23998
C 3.92844 -1.67736 1.59265
C 3.23762 -2.83519 2.30751
C 2.54328 0.25222 2.17490
C 2.37172 1.55253 2.90896
N 1.53193 -0.19057 1.53268
H 5.92330 -0.14049 4.87862
H 5.47940 -1.65720 4.09492
H 4.24067 -0.70768 4.90140
H 5.77161 0.09494 2.36627
H 4.70184 1.17612 3.23063
H 5.00512 -1.85818 1.52825
H 3.57003 -1.60923 0.56024
H 3.67123 -2.99458 3.29524
H 3.33002 -3.75099 1.72197
H 2.17174 -2.64563 2.43469
H 3.06239 2.31713 2.54631
H 2.52750 1.41709 3.98013
H 1.35187 1.88683 2.74313
H 1.72977 -1.08927 1.08654
O -2.47314 -6.16591 6.88404
N -1.40819 -5.57231 6.93608
O -0.57889 -5.74395 7.81765
C -1.14329 -4.54916 5.93802
C -2.10147 -4.27061 4.97051
C -1.84402 -3.31345 4.03030
C -0.61287 -2.54187 3.95422
O -0.34342 -1.73068 3.06675
C 0.27083 -2.85974 5.06412
C 0.04465 -3.84117 5.99321
N 1.51651 -2.09996 5.24782
O 2.45723 -2.66505 5.78974
O 1.56917 -0.96856 4.81277
N -2.94211 -3.07595 3.06064
O -2.69401 -2.53118 2.00889
O -4.04861 -3.47810 3.37817
H -3.04200 -4.79900 4.94439
H 0.77530 -4.03670 6.76240
```

Atom charges from the Mulliken analysis, given in e for atoms 1 to 2:
1 Sr 2.181
2 Cl -0.296

---

# 2
H3N2O2S | ωB97M-V/def2-TZVPD

For the strongest force on any atom, the calculation gives 2.72 eV Å⁻¹. The highest occupied orbital energy (alpha / beta) is -2.84 / -2.84 eV. As for the energy relative to the best compared isomer or geometry (same formula, charge and spin): 50.22 kcal/mol. The value obtained for the lowest unoccupied orbital energy (alpha / beta) is 4.319 / 4.319 eV. The total charge is -1.

```
8
H3N2O2S ωB97M-V/def2-TZVPD
N -0.57185 1.50063 0.90507
N -0.72955 0.06954 0.32822
O 1.03396 -2.49589 -0.51744
O 1.03794 -0.63488 -2.09209
S 0.26800 -1.39718 -1.08692
H -0.76784 1.87622 -0.01397
H 0.40432 1.55795 1.23062
H -0.67498 -0.47640 1.24652
```

Atom charges from the Mulliken analysis, given in e for atoms 1 to 2:
1 N -0.525
2 N -0.533

---

# 3
C5H9NO | ωB97M-V/def2-TZVPD

For the strongest force on any atom, the calculation gives 2.87 eV Å⁻¹. The highest occupied orbital energy is -8.72 eV. As for the energy relative to the best compared isomer or geometry (same formula, charge and spin): 108.69 kcal/mol. The value obtained for the lowest unoccupied orbital energy is 1.052 eV. The total charge is 0.

```
16
C5H9NO ωB97M-V/def2-TZVPD
C -2.08558 -0.45276 0.20114
C -1.12461 0.50106 0.87695
N -0.00883 0.08164 1.60810
C 0.09781 1.02799 -0.01919
C 1.05985 0.27584 -0.89411
C 2.22652 -0.43839 -0.34296
O 1.06887 -1.12914 -0.82213
H -2.45410 0.11629 -0.65162
H -2.94750 -0.78721 0.79531
H -1.54850 -1.33293 -0.16784
H -1.61418 1.33843 1.38587
H 0.11976 -0.92490 1.39568
H 0.50468 2.07701 -0.03693
H 1.20201 0.70835 -1.89836
H 3.11904 -0.59982 -0.95006
H 2.37991 -0.44567 0.73632
```

Atom charges from the Mulliken analysis, given in e for atoms 1 to 2:
1 C -1.095
2 C 0.381

---

# 4
C14H15FIN4O6Se4W | ωB97M-V/def2-TZVPD

For the strongest force on any atom, the calculation gives 0.95 eV Å⁻¹. The highest occupied orbital energy (alpha / beta) is -16.25 / -16.25 eV. As for the energy relative to the best compared isomer or geometry (same formula, charge and spin): 12.69 kcal/mol. The value obtained for the lowest unoccupied orbital energy (alpha / beta) is -11.593 / -12.555 eV. The total charge is +3.

```
46
C14H15FIN4O6Se4W ωB97M-V/def2-TZVPD
W 0.77564 1.37089 0.12552
O -0.29599 2.18598 1.82497
C -1.21821 1.30755 2.54568
C -0.55280 -0.02672 2.62015
C -0.86469 -0.96003 3.57574
C -0.21190 -2.19186 3.55303
C 0.72309 -2.43521 2.56522
C 0.97857 -1.45534 1.62930
N 0.36711 -0.25653 1.65132
H 0.21516 2.74639 2.43047
H -2.12919 1.27874 1.95301
H -1.41784 1.75104 3.51771
H -1.60182 -0.73092 4.33405
H -0.43860 -2.94190 4.29977
H 1.24260 -3.37962 2.49543
H 1.67864 -1.63130 0.82496
Se 2.85534 1.12982 1.43861
Se 4.18047 2.14642 -0.14368
Se 2.65660 1.14117 -1.73449
Se 0.71649 2.20333 -2.28364
N 2.03243 5.42695 -0.00026
C 1.03536 4.59288 -0.10721
O 1.24311 3.38549 0.28102
C -0.25335 5.13535 -0.65409
I -1.98233 3.89701 -0.64751
H 2.92728 5.11671 0.35481
H 1.94323 6.40561 -0.24591
H -0.08554 5.44115 -1.68776
H -0.52040 6.03333 -0.09599
F -0.65988 -4.30097 -5.08946
C -0.65146 -3.98702 -3.81071
C -1.15977 -2.83789 -3.37516
N -1.12841 -2.51144 -2.01224
C -1.76789 -1.33415 -1.50325
C -0.81165 -0.34838 -0.90817
O -1.22432 0.69923 -0.30636
O 0.46275 -0.44619 -0.94762
C -0.59176 -3.35836 -1.06426
O -0.57213 -3.01997 0.11546
N -0.10396 -4.52931 -1.54134
C -0.06245 -4.97285 -2.88955
O 0.43619 -6.01334 -3.18570
H -1.62098 -2.12804 -4.04695
H -2.47302 -1.57846 -0.70241
H -2.33607 -0.83904 -2.29267
H 0.26633 -5.18020 -0.85986
```

Atom charges from the Mulliken analysis, given in e for atoms 1 to 2:
1 W 0.913
2 O -0.353

---

# 5
C4H5NO | ωB97M-V/def2-TZVPD

For the strongest force on any atom, the calculation gives 1.18 eV Å⁻¹. The highest occupied orbital energy is -9.44 eV. As for the energy relative to the best compared isomer or geometry (same formula, charge and spin): 92.89 kcal/mol. The value obtained for the lowest unoccupied orbital energy is 1.166 eV. The total charge is 0.

```
11
C4H5NO ωB97M-V/def2-TZVPD
N 1.10757 0.35825 1.02068
C 0.99584 -0.04434 -0.36526
C 0.16406 1.05738 0.18035
C -1.12075 0.14390 -0.04223
O -0.89843 -1.10524 0.64187
C -0.29479 -0.90295 -0.61330
H 0.61724 -0.30208 1.62508
H 1.86910 -0.03801 -1.00482
H 0.24180 2.13765 0.06498
H -2.17878 0.26333 -0.06682
H -0.49130 -1.59848 -1.41496
```

Atom charges from the Mulliken analysis, given in e for atoms 1 to 2:
1 N -0.580
2 C -0.379

---

# 6
C5H8O2 | ωB97M-V/def2-TZVPD

For the strongest force on any atom, the calculation gives 0.75 eV Å⁻¹. The highest occupied orbital energy is -8.85 eV. As for the energy relative to the best compared isomer or geometry (same formula, charge and spin): 73.84 kcal/mol. The value obtained for the lowest unoccupied orbital energy is 0.842 eV. The total charge is 0.

```
15
C5H8O2 ωB97M-V/def2-TZVPD
O 0.74165 0.96154 -1.51447
C 0.47261 -0.19334 -1.32048
C -0.28849 -1.21357 -0.58290
C 0.59825 -1.56619 -1.81266
H 0.05376 -1.56011 0.38973
H -1.37069 -1.22463 -0.69214
H 0.11207 -1.80693 -2.75360
H 1.52667 -2.09456 -1.61229
C 0.60177 0.84569 1.82550
C -0.38098 1.40820 1.14061
O -1.69377 1.08935 1.30964
H 1.53963 1.37536 1.78371
H 0.43686 0.02465 2.51582
H -0.16172 2.10139 0.33105
H -2.18763 1.85315 0.99250
```

Atom charges from the Mulliken analysis, given in e for atoms 1 to 2:
1 O -0.543
2 C 0.703